The following is a quantum chemistry calculation of a 2-piece molecular cluster, C5H9ClO2 overall, from OMol25.

Element x y z (Å)
1 Cl 1.8578 -2.2683 0.9361
2 O 2.1658 -0.0866 -1.1546
3 O -1.1788 0.0482 -0.3785
4 C 1.7060 -0.4938 1.1597
5 C -2.0497 -0.9558 -0.2335
6 C 1.7498 1.7613 0.2176
7 C 1.8670 0.2778 0.0762
8 C -3.4024 -0.8317 -0.4046
9 H -4.1569 -1.6082 -0.2506
10 H 1.3055 -0.2320 2.1177
11 H -3.8973 0.0129 -0.9291
12 H -1.4917 -1.8249 0.2308
13 H -1.6198 0.9523 -0.7250
14 H 2.6780 2.2428 -0.0778
15 H 1.3176 1.9969 1.2475
16 H 0.8931 2.1308 -0.5951
17 H 2.2560 -1.1217 -1.2369

Computed properties:
Relative energy (zero: lowest compared OMol25 entry of this formula, charge and spin) (eV): 2.783
Lowest unoccupied orbital energy (eV): 0.7
Frontier orbital gap (hartree): 0.3431
HOMO energy (eV): -8.654
2S+1: 1
Largest force on an atom (eV/Å): 3.93
Structure (SMILES): C/C(O)=C/Cl.C=CO

Atomic partial charges in e from the natural (NBO) method, atoms 1 to 4:
1. Cl -0.094
2. O -0.665
3. O -0.685
4. C -0.331


The following is a quantum chemistry calculation of a 4-piece molecular cluster, C16H24O8 overall, from OMol25.

Element x y z (Å)
1 O -4.6407 1.7934 2.7783
2 O 0.3511 -2.2373 -2.4368
3 O 1.6909 -0.2593 1.8793
4 O 1.7978 -2.6538 2.3519
5 O -2.6297 2.1664 -1.0268
6 O -3.8845 3.9400 2.6400
7 O 2.4892 -2.7840 -2.1753
8 O -0.9770 0.6072 -1.3811
9 C -4.0943 2.8057 0.6193
10 C -0.1592 -0.3012 -0.6890
11 C 3.7086 -2.0959 -1.9262
12 C -4.2329 2.7635 2.1236
13 C 2.1577 -3.8330 1.7165
14 C -3.6254 4.2385 0.2840
15 C -3.3000 4.8762 1.6976
16 C -1.8205 0.7388 0.7808
17 C 3.5239 -0.5725 -2.1496
18 C 2.4267 -3.4013 0.2812
19 C 2.0779 -0.4647 -1.9268
20 C -0.6636 -0.2271 0.6995
21 C -1.9502 1.2124 -0.6097
22 C 1.7636 -2.0781 0.1384
23 C 1.6603 -1.4978 1.5335
24 C 1.4906 -1.8893 -2.2673
25 H 0.7511 -2.1680 -0.2551
26 H 2.1574 -1.3735 -0.5941
27 H 4.4777 -2.3876 -2.6415
28 H 4.0204 -2.2200 -0.8891
29 H -5.0374 2.5171 0.1553
30 H 1.9045 0.0175 -0.9647
31 H -1.6039 1.5430 1.4840
32 H -4.3665 4.7865 -0.2978
33 H -3.6981 5.8902 1.7358
34 H 2.1929 -4.1813 -0.4434
35 H 1.7726 0.2186 -2.7193
36 H 0.8918 -0.1303 -0.9220
37 H -0.2945 -1.2821 -1.1447
38 H 0.1519 0.1067 1.3411
39 H 4.1130 0.0942 -1.5199
40 H -3.2797 2.1491 0.3135
41 H 3.0670 -4.3277 2.0579
42 H 1.3745 -4.5911 1.7260
43 H -1.1401 -1.1928 0.8682
44 H -2.7418 0.2539 1.1037
45 H -2.6948 4.3061 -0.2795
46 H 3.4994 -3.2148 0.3328
47 H 3.5487 -0.4207 -3.2287
48 H -2.2264 4.7600 1.8459

Computed properties:
Relative energy (zero: lowest compared OMol25 entry of this formula, charge and spin) (eV): 8.660
Lowest unoccupied orbital energy (eV): 0.2
Frontier orbital gap (hartree): 0.3403
HOMO energy (eV): -9.107
2S+1: 1
Largest force on an atom (eV/Å): 6.67
Structure (SMILES): O=C1CCCO1.O=C1CCCO1.O=C1CCCO1.O=C1CCCO1

Atomic partial charges in e from the natural (NBO) method, atoms 1 to 4:
1. O -0.616
2. O -0.556
3. O -0.596
4. O -0.500


The following is a quantum chemistry calculation of C19H27ClCrGe2N4S as an isolated structure, from OMol25.

Element x y z (Å)
1 Ge 1.9450 -1.5921 -0.0521
2 Ge 1.1788 -3.6916 -1.0265
3 Cr 0.5195 0.4365 -0.4518
4 Cl -0.9934 1.3081 -2.1888
5 S 0.8770 2.2443 1.0094
6 N -0.9296 -0.2237 0.9506
7 N -0.3605 2.0669 3.4568
8 N -0.8941 0.5261 2.1314
9 N -1.2188 1.2644 4.1565
10 C 1.7459 -2.9063 2.5440
11 C -2.4431 -0.8200 3.6244
12 C 3.4151 -0.6976 -0.9868
13 C 4.8816 -0.5855 -2.9111
14 C 1.7784 -3.0253 3.9282
15 C -1.5414 0.3188 3.3388
16 C 2.4734 -5.1379 -0.7058
17 C 2.3903 -0.6070 2.7204
18 C -0.3023 -0.4041 -2.1082
19 C 0.8149 -3.5768 -2.9511
20 C 3.9243 0.5346 -0.5636
21 C 2.4298 -0.7232 4.1028
22 C -0.5594 -4.0733 -0.1635
23 C 2.0473 -1.6970 1.9137
24 C 3.9082 -1.2425 -2.1750
25 C -0.1315 1.6385 2.2226
26 C 2.1180 -1.9326 4.7118
27 C 4.8982 1.1960 -1.3013
28 C 5.3767 0.6380 -2.4774
29 H 2.1018 -6.0783 -1.1150
30 H 3.4214 -4.9067 -1.1939
31 H 3.5804 0.9841 0.3614
32 H 3.5416 -2.1999 -2.5292
33 H 1.4968 -3.7832 1.9565
34 H -0.9610 -5.0224 -0.5215
35 H 2.6742 -5.2841 0.3562
36 H 2.6398 0.3456 2.2720
37 H 1.5501 -3.9774 4.3906
38 H 0.3043 -0.5127 -3.0036
39 H -1.9172 -1.7709 3.5224
40 H 1.6734 -3.2382 -3.5304
41 H 6.1364 1.1497 -3.0533
42 H -1.1694 -1.0577 -2.1252
43 H 5.2838 2.1457 -0.9528
44 H 5.2592 -1.0309 -3.8226
45 H 0.0402 2.8813 3.8937
46 H -0.6287 -1.1794 1.1433
47 H -0.4934 -4.1304 0.9242
48 H -0.0214 -2.9099 -3.1609
49 H 2.1538 -2.0249 5.7894
50 H -2.7964 -0.7250 4.6477
51 H 2.7168 0.1291 4.7069
52 H -1.2865 -3.2997 -0.4303
53 H 0.5414 -4.5722 -3.3055
54 H -1.8789 -0.2394 0.5805
55 H -3.3044 -0.8220 2.9548

Computed properties:
Lowest unoccupied orbital energy (spin up / spin down) (eV): -3.4 / -2.8
Frontier orbital gap (spin up / spin down) (hartree): 0.2811 / 0.2887
HOMO energy (spin up / spin down) (eV): -11.089 / -10.687
2S+1: 2
Largest force on an atom (eV/Å): 0.58
Charge: +1

Atomic partial charges in e from the natural (NBO) method, atoms 1 to 4:
1. Ge 0.679
2. Ge 1.199
3. Cr 0.683
4. Cl -0.017


The following is a quantum chemistry calculation of a 7-piece molecular cluster, C15H38F6O7P overall, from OMol25.

Element x y z (Å)
1 P 17.7707 -2.1308 -4.1760
2 F 18.5698 -3.3735 -4.7996
3 F 19.1796 -1.3569 -3.8048
4 F 17.7853 -2.7472 -2.6706
5 F 16.9034 -0.7834 -3.7406
6 F 17.6755 -1.4086 -5.6162
7 F 16.3766 -2.9421 -4.4250
8 O 23.1371 -0.4689 -6.8541
9 O 15.9359 -5.5683 -3.0250
10 O 22.6382 -6.3544 -5.3103
11 O 16.2996 -2.5735 -0.3331
12 O 15.3499 -1.9475 -7.1880
13 O 20.9383 1.2255 -5.9906
14 O 15.5474 3.1403 -5.0934
15 C 15.7260 3.0154 -3.6391
16 C 21.9089 -0.9678 -6.2865
17 C 17.0124 -6.4511 -3.3022
18 C 24.2913 -1.1758 -6.4828
19 C 14.2370 2.8953 -3.1519
20 C 14.4966 4.0705 -5.2677
21 C 13.4057 3.7596 -4.2362
22 C 20.4706 1.3003 -4.6865
23 C 20.9576 -5.1275 -6.4860
24 C 15.4868 -3.2627 -7.6187
25 C 15.4313 -1.6715 -0.9964
26 C 21.8622 -5.1821 -5.2606
27 C 22.4560 -7.0021 -6.5243
28 C 20.7365 -0.0120 -6.5688
29 C 21.0088 -6.6393 -6.7699
30 H 14.4412 -1.6076 -0.5450
31 H 19.9235 -4.8508 -6.2806
32 H 17.6042 -6.4923 -2.3878
33 H 17.0612 -2.7598 -0.8870
34 H 15.9856 -1.8567 -6.4744
35 H 17.6919 -5.9848 -4.0156
36 H 20.7133 0.0125 -7.6582
37 H 15.5313 -1.8360 -2.0693
38 H 15.8841 -0.6983 -0.8071
39 H 22.5189 -4.3122 -5.2784
40 H 19.3807 1.3033 -4.6975
41 H 19.7515 -0.3835 -6.2864
42 H 24.5174 -1.9482 -7.2179
43 H 12.6731 3.1692 -4.7866
44 H 20.7594 0.5869 -3.9146
45 H 21.7015 -1.9569 -6.6948
46 H 25.2038 -0.5796 -6.4732
47 H 16.2267 -4.7192 -3.3655
48 H 23.0657 -6.5005 -7.2757
49 H 24.4888 -1.5333 -5.4722
50 H 20.8628 -6.8100 -7.8365
51 H 16.4711 -3.5273 -8.0050
52 H 14.7779 -3.6198 -8.3657
53 H 14.9189 5.0723 -5.1896
54 H 16.3478 3.8340 -3.2768
55 H 21.2875 -4.6425 -7.4047
56 H 13.0142 4.6530 -3.7498
57 H 20.8088 2.2145 -4.1987
58 H 14.1627 4.1269 -6.3037
59 H 14.1323 3.1944 -2.1090
60 H 14.0561 1.8254 -3.2559
61 H 16.7008 -7.4749 -3.5093
62 H 21.3371 -5.2752 -4.3100
63 H 16.2813 2.1155 -3.3748
64 H 20.3439 -7.2432 -6.1524
65 H 15.5205 -3.8877 -6.7263
66 H 22.2028 -1.1094 -5.2464
67 H 22.7032 -8.0615 -6.5924

Computed properties:
Relative energy (zero: lowest compared OMol25 entry of this formula, charge and spin) (eV): 0.000
Lowest unoccupied orbital energy (eV): 2.7
Frontier orbital gap (hartree): 0.3535
HOMO energy (eV): -6.961
2S+1: 1
Largest force on an atom (eV/Å): 2.40
Charge: -1

Atomic partial charges in e from the natural (NBO) method, atoms 1 to 4:
1. P 2.599
2. F -0.586
3. F -0.591
4. F -0.599


The following is a quantum chemistry calculation of a 2-piece molecular cluster, C7H10 overall, from OMol25.

Element x y z (Å)
1 C 2.5177 1.0741 -0.4062
2 C 0.5255 0.1681 0.4385
3 C -3.9787 -0.2743 -0.2149
4 C 1.7953 0.0000 0.2258
5 C -3.2036 0.5206 0.6555
6 C 2.5146 -1.2770 0.3740
7 C -0.7142 0.2905 0.4271
8 H -3.7359 -1.2809 0.0267
9 H 1.8559 -1.9334 0.8198
10 H 3.3790 1.1930 0.2476
11 H -3.0682 1.5936 0.3344
12 H 2.9759 0.6617 -1.3585
13 H -4.0120 0.0670 -1.3337
14 H 1.7982 1.8883 -0.6573
15 H 3.0012 -1.4018 -0.5666
16 H 3.4285 -1.1604 0.8776
17 H -5.0794 -0.1290 0.1102

Computed properties:
Relative energy (zero: lowest compared OMol25 entry of this formula, charge and spin) (eV): 9.494
Lowest unoccupied orbital energy (eV): -1.1
Frontier orbital gap (hartree): 0.2102
HOMO energy (eV): -6.820
2S+1: 1
Largest force on an atom (eV/Å): 3.80

Atomic partial charges in e from the natural (NBO) method, atoms 1 to 4:
1. C -0.668
2. C -0.341
3. C -0.800
4. C 0.213


Number 1: energy -21946.0240 eV. Number 2: energy -33352.7942 eV. Number 3: energy -190904.4247 eV. Number 4: energy -56101.2446 eV. Number 5: energy -7411.5408 eV.